No. 1
The following is a DFT calculation (ωB97M-V with the def2-TZVPD basis set) of C37H69Ag2FN2O11 as an isolated structure.

The geometry in ORCA input format:
```
! wB97M-V def2-TZVPD RIJCOSX def2/J DEFGRID3
* xyz 2 3
Ag -21.5792 -0.1681 17.0287
Ag -23.3080 2.9224 17.6218
F -21.3162 3.8330 17.3292
C -22.5414 2.9535 14.1251
C -23.5640 2.1452 14.8577
C -24.5349 1.3116 14.0460
O -22.9303 1.3754 15.8827
H -21.9398 3.5483 14.8218
H -22.9465 3.5350 13.2998
H -21.7069 2.3339 13.7876
H -24.2258 2.8118 15.4399
H -25.2836 1.9359 13.5519
H -25.1286 0.6162 14.6401
H -24.0712 0.7398 13.2406
C -29.3463 -0.3443 12.9879
C -29.9367 0.4812 14.1621
C -28.8313 0.5249 15.2392
C -28.9157 1.7441 16.2064
C -29.1619 3.0717 15.4410
C -30.3525 3.0386 14.4558
N -30.3205 1.7959 13.6789
O -31.4605 1.6767 12.8458
C -31.6413 3.1604 15.2915
C -30.1969 4.2376 13.5317
C -31.1055 -0.3177 14.8040
H -28.6244 0.3272 12.5136
H -30.1772 -0.6022 12.3373
H -28.7425 -1.1473 13.4062
H -28.8329 -0.3161 15.9324
H -27.8339 0.5190 14.7822
H -27.9190 1.9431 16.6017
H -29.7252 1.5191 16.8971
H -28.2142 3.2133 14.9064
H -29.2540 3.9178 16.1227
H -31.5526 4.1066 15.8207
H -32.4619 3.1081 14.5802
H -31.6077 2.3184 15.9771
H -29.2188 4.2469 13.0406
H -30.9062 4.1426 12.7003
H -30.4283 5.2281 13.9229
H -30.8985 -1.1863 15.4285
H -31.8195 -0.6766 14.0594
H -31.6729 0.3775 15.4263
H -31.1078 1.8721 11.9714
C -27.6241 0.7738 5.7328
C -26.9415 1.9971 6.3939
C -27.8585 3.1817 6.1332
C -27.5437 4.4192 6.9271
C -27.4130 4.0979 8.4098
C -26.5252 2.8643 8.8249
N -26.8322 1.7660 7.8490
O -26.0630 0.6574 8.0969
C -25.0484 3.3052 8.7265
C -26.7927 2.4119 10.2670
C -25.5438 2.1589 5.7706
H -28.4878 0.4930 6.3426
H -26.9998 -0.1146 5.8329
H -27.9084 1.0175 4.7165
H -27.7889 3.2813 5.0479
H -28.8955 2.8932 6.3296
H -28.1282 5.2808 6.6044
H -26.5663 4.8197 6.6144
H -28.4017 4.0288 8.8686
H -26.9042 4.9515 8.8587
H -24.2946 2.6287 9.1163
H -24.7059 3.7093 7.7726
H -24.9981 4.2244 9.3182
H -26.1041 1.6584 10.6503
H -26.7613 3.2761 10.9283
H -27.7886 1.9700 10.3543
H -25.2317 3.2004 5.7004
H -25.6233 1.7051 4.7854
H -24.7427 1.6547 6.3079
H -26.5874 0.1044 8.7097
O -23.5022 -1.3611 17.2369
C -24.4503 -1.7861 16.6041
O -24.2212 -2.7020 15.6656
C -25.4400 -3.2835 15.1638
C -26.5069 -2.7189 16.0991
C -25.9300 -1.4100 16.6686
H -25.4872 -4.3610 15.2650
H -25.7359 -2.8991 14.1888
H -26.7479 -3.4325 16.8899
H -27.4928 -2.4898 15.6891
H -26.1562 -1.3542 17.7328
H -26.1709 -0.4975 16.1332
O -18.0974 5.1234 12.0287
C -18.1247 4.2416 12.8216
O -19.2930 3.6583 13.1994
C -19.1131 2.5089 14.0638
C -17.6308 2.4378 14.2875
C -16.9321 3.4291 13.3754
H -19.4851 1.6694 13.4782
H -19.5769 2.5487 15.0496
H -17.3105 1.3918 14.2082
H -17.2670 2.6400 15.2973
H -16.3629 2.9948 12.5524
H -16.1661 3.9267 13.9649
O -24.5543 4.7543 17.0429
C -25.2255 5.4240 16.2919
O -24.7441 5.7336 15.0889
C -25.6926 6.4046 14.2791
C -27.0282 6.1642 14.9591
C -26.6612 5.9107 16.3996
H -25.6728 6.2076 13.2053
H -25.4393 7.4702 14.2314
H -27.6991 5.4093 14.5443
H -27.7067 7.0176 14.8723
H -27.1575 5.3081 17.1571
H -26.3985 6.7971 17.0043
O -24.9493 -1.9309 12.2282
C -24.1496 -1.3307 11.5808
O -24.4882 -0.2782 10.7555
C -23.2955 0.3758 10.2825
C -22.2628 -0.7531 10.2724
C -22.6331 -1.4892 11.5263
H -22.9786 1.3297 10.7013
H -23.4985 0.5504 9.2214
H -21.2493 -0.3479 10.2515
H -22.3049 -1.4204 9.4125
H -22.2069 -1.1088 12.4599
H -22.3593 -2.5441 11.5626
*
```

Results
Orbital gap (alpha / beta) in Eh: 0.2427 / 0.1426
LUMO energy (alpha / beta) in eV: -5.65 / -8.38
<S²>: 2.0215

=====

No. 2
The following is a DFT calculation (ωB97M-V with the def2-TZVPD basis set) of C4H6O7Sn as an isolated structure.

The geometry in ORCA input format:
```
! wB97M-V def2-TZVPD RIJCOSX def2/J DEFGRID3
* xyz 0 1
O 0.9925 -3.5479 -1.9207
C 0.4198 -2.4263 -1.7923
O 0.9156 -1.4239 -2.4170
O -0.6326 -2.3364 -1.0393
O -1.0584 0.8659 0.7013
C -0.4875 -0.3420 0.4077
C -1.2057 -1.0357 -0.7557
Sn 2.2212 -2.6024 -3.0499
H -0.5076 -1.0455 1.2728
H 0.5898 -0.2501 0.1295
H -1.1712 -0.4192 -1.6625
H -2.2524 -1.2443 -0.5069
C 0.3016 2.4234 1.7820
O 0.7772 1.8377 2.7550
O 1.0795 2.8249 0.7616
H 1.8208 2.1907 0.6452
O -0.6482 3.3746 1.9490
H -1.1545 3.1564 2.7403
*
```

Results
Orbital gap in Eh: 0.1264
ΔE to the lowest compared entry with this formula, charge and spin in eV: 0.000
LUMO energy in eV: -3.22

=====

| no. | E_tot (eV) | strongest force on any atom (eV/A) |
| --- | --- | --- |
| 1 | -75684.3458 | 3.27 |
| 2 | -24404.9215 | 8.88 |